A cluster of 2 separate species, C18H33FN3O5S in total at a distorted geometry. Source: the OMol25 dataset; level of theory: ωB97M-V/def2-TZVPD.

Its HOMO energy is -0.09472 hartree. The total charge is -1. The value obtained for the HOMO-LUMO gap is 3.74 eV. The calculation puts the largest force on an atom at 8.68 eV/Å. The spin multiplicity is 1. Its LUMO energy is 1.16 eV.

Geometry as XYZ:
```
61
Properties=species:S:1:pos:R:3:forces:R:3
C 2.545 2.912 -0.259 -0.4 -0.5 0.2
C 1.843 2.408 0.949 -0.4 -0.1 -0.4
C 1.159 0.883 1.039 2.5 -0.3 0.8
C 0.019 0.630 -0.140 1.6 1.1 -0.3
N -1.312 1.293 0.123 0.6 0.1 -2.2
C -1.819 2.120 -1.021 1.3 0.4 -2.5
C -2.035 1.253 -2.437 3.1 0.6 -3.6
O -1.245 1.393 -3.518 -4.9 -0.7 6.7
N -1.446 1.847 1.363 -2.5 1.5 1.9
C -1.377 3.350 1.409 0.0 2.4 1.4
C -2.786 1.500 2.031 -1.2 -2.9 5.9
C -4.265 1.837 1.379 0.3 0.5 -1.3
O -2.816 0.897 3.252 0.6 3.7 -7.8
C -0.231 -1.001 -0.441 -1.8 0.8 -0.3
S -2.080 -1.251 -0.013 0.4 -1.1 0.8
N -0.107 -1.315 -1.898 1.0 0.6 1.7
C 1.251 -1.071 -2.492 1.1 -1.4 -1.2
C 1.462 -2.245 -3.663 -0.2 0.8 0.4
C 2.917 -2.028 -4.385 -1.2 -0.5 -0.2
O 0.492 -1.849 0.499 0.2 -2.1 -2.0
C 0.707 -3.220 0.067 1.7 -1.0 1.9
F -0.490 -4.085 -0.017 2.1 2.0 0.0
C 1.668 -3.929 1.242 -0.3 -1.9 -1.7
C 2.008 -5.545 0.562 1.3 -0.2 3.8
C 1.426 -6.853 1.530 0.7 -0.2 -2.8
O 3.010 -6.418 1.369 -3.3 2.8 -4.7
H 1.907 3.481 -1.092 1.9 0.5 2.7
H 3.700 2.758 -0.466 -2.8 -1.3 -0.4
H 1.721 3.133 1.874 -1.5 -1.0 -2.4
H 2.096 0.160 0.871 -2.2 1.1 -0.1
H 0.767 0.627 2.118 0.6 0.8 -2.3
H 0.460 1.189 -1.099 -0.8 -1.7 1.8
H -2.838 2.668 -0.854 2.0 -1.2 0.1
H -0.965 2.906 -1.304 -2.0 -1.3 0.4
H -2.982 0.527 -2.453 2.0 1.4 -0.1
H -1.160 3.710 2.527 -0.3 -0.4 -2.2
H -2.387 3.900 1.103 2.0 -1.2 0.4
H -0.535 3.840 0.757 -1.4 -1.4 1.3
H -5.152 1.791 2.147 2.2 -0.3 -1.4
H -4.425 1.093 0.460 0.3 1.4 2.1
H -4.324 2.924 0.890 0.4 -2.3 1.2
H -2.059 -1.182 1.417 0.4 0.0 -1.9
H -0.552 -2.207 -2.195 0.6 0.9 0.6
H 2.153 -1.170 -1.722 -2.0 0.2 -1.3
H 1.389 -0.038 -3.028 -0.7 -1.8 1.1
H 1.318 -3.326 -3.190 0.5 2.2 -0.9
H 0.577 -2.113 -4.429 1.8 -0.2 1.4
H 3.775 -2.244 -3.614 -1.6 0.5 -1.7
H 2.942 -0.914 -4.785 0.2 -2.4 0.8
H 2.953 -2.801 -5.294 0.3 1.8 2.0
H 1.307 -3.365 -0.930 -1.7 0.7 1.6
H 2.711 -3.411 1.351 -2.2 -0.8 -0.2
H 1.099 -4.117 2.245 1.2 0.5 -2.1
H 1.937 -5.664 -0.687 0.3 0.0 3.7
H 0.916 -7.248 0.522 1.6 -0.1 0.6
H 1.918 -7.880 1.716 -1.5 1.2 1.2
C -1.328 6.271 4.104 -0.5 0.4 0.5
O -0.438 5.552 3.435 0.6 -0.8 -0.7
H -1.856 5.775 4.936 -0.2 -0.6 0.5
H -0.965 7.183 4.606 0.6 0.5 0.2
H -2.181 6.677 3.534 -0.5 0.2 -0.7
```
Positions in Å, forces in eV/Å.

Table of Löwdin atomic charges, one value per atom, all in e: atom 1 (C): -0.09, atom 2 (C): -0.12, atom 3 (C): -0.12, atom 4 (C): -0.18, atom 5 (N): -0.27, atom 6 (C): -0.12, atom 7 (C): -0.12, atom 8 (O): -0.11, atom 9 (N): -0.15, atom 10 (C): -0.09, atom 11 (C): -0.25, atom 12 (C): -0.05, atom 13 (O): -0.06, atom 14 (C): -0.62, atom 15 (S): 0.77, atom 16 (N): -0.06, atom 17 (C): -0.22, atom 18 (C): -0.25, atom 19 (C): -0.15, atom 20 (O): -0.14, atom 21 (C): -0.27, atom 22 (F): -0.08, atom 23 (C): 0.00, atom 24 (C): -0.13, atom 25 (C): -0.10, atom 26 (O): -0.22, atom 27 (H): 0.07, atom 28 (H): 0.05, atom 29 (H): 0.12, atom 30 (H): 0.12, atom 31 (H): 0.12, atom 32 (H): 0.14, atom 33 (H): 0.12, atom 34 (H): 0.13, atom 35 (H): 0.12, atom 36 (H): 0.11, atom 37 (H): 0.09, atom 38 (H): 0.10, atom 39 (H): 0.09, atom 40 (H): 0.08, atom 41 (H): 0.08, atom 42 (H): -0.05, atom 43 (H): 0.11, atom 44 (H): 0.14, atom 45 (H): 0.12, atom 46 (H): 0.10, atom 47 (H): 0.12, atom 48 (H): 0.08, atom 49 (H): 0.09, atom 50 (H): 0.08, atom 51 (H): 0.14, atom 52 (H): 0.13, atom 53 (H): 0.13, atom 54 (H): 0.18, atom 55 (H): 0.06, atom 56 (H): 0.12, atom 57 (C): -0.53, atom 58 (O): -0.42, atom 59 (H): 0.02, atom 60 (H): 0.02, atom 61 (H): 0.02

A cluster of 2 separate species, C3H5FN2 in total at a distorted geometry. Source: the OMol25 dataset; level of theory: ωB97M-V/def2-TZVPD.

Its HOMO energy is -0.31341 hartree. Its relative energy (zero: lowest compared OMol25 entry of this formula, charge and spin) is 229.5 kJ/mol. The total charge is 0. The value obtained for the HOMO-LUMO gap is 9.59 eV. The calculation puts the largest force on an atom at 4.71 eV/Å. The spin multiplicity is 1. Its LUMO energy is 1.06 eV.

Geometry as XYZ:
```
11
Properties=species:S:1:pos:R:3:forces:R:3
C -0.892 -1.512 -1.644 1.1 -0.7 -0.6
C 0.652 0.400 0.037 0.3 -1.2 -1.2
C -0.179 1.111 0.758 1.2 2.4 3.9
N -1.944 -1.263 -1.249 -3.4 0.5 0.5
N 1.984 -0.055 0.383 -1.3 4.0 1.5
F -1.395 1.585 0.405 0.1 -0.5 -0.7
H 2.318 0.171 1.356 -0.8 -0.3 -1.5
H 0.240 0.033 -0.941 1.1 0.5 1.1
H 0.125 1.609 1.797 -0.7 -1.4 -2.2
H -2.963 -1.095 -1.094 2.0 -0.2 -0.1
H 2.055 -0.984 0.192 0.4 -3.1 -0.5
```
Positions in Å, forces in eV/Å.

Table of Löwdin atomic charges, one value per atom, all in e: atom 1 (C): -0.06, atom 2 (C): -0.23, atom 3 (C): -0.21, atom 4 (N): 0.07, atom 5 (N): 0.04, atom 6 (F): -0.03, atom 7 (H): 0.11, atom 8 (H): 0.04, atom 9 (H): 0.14, atom 10 (H): 0.12, atom 11 (H): 0.02

A structure of composition C44H47AsN4O3RuS4SiTe at a distorted geometry. Source: the OMol25 dataset; level of theory: ωB97M-V/def2-TZVPD.

Its HOMO energy (alpha / beta) is -0.04963 / -0.07952 hartree. Its relative energy (zero: lowest compared OMol25 entry of this formula, charge and spin) is 56.3 kJ/mol. The total charge is -2. The value obtained for the HOMO-LUMO gap (alpha / beta) is 4.97 / 5.67 eV. The expectation value of S² is 6.032. The calculation puts the largest force on an atom at 1.36 eV/Å. The spin multiplicity is 5. Its LUMO energy (alpha / beta) is 3.62 / 3.50 eV.

Geometry as XYZ:
```
106
Properties=species:S:1:pos:R:3:forces:R:3
Ru 1.151 1.753 -0.428 1.1 -0.4 0.7
S 1.766 1.378 4.156 0.0 0.1 -0.3
As 2.563 2.357 2.388 0.3 0.2 0.9
S 2.991 0.906 0.793 -0.2 0.4 -0.2
S 0.987 3.431 1.288 0.2 -0.3 -0.4
S 4.188 3.593 2.900 0.0 0.0 -0.2
C 3.758 3.822 -1.313 0.0 0.2 0.2
Si 3.916 2.230 -2.264 -0.1 0.1 -0.2
C 4.069 2.760 -4.088 -0.1 0.0 -0.2
C 5.560 1.468 -1.794 0.2 -0.2 0.0
N 2.530 1.206 -2.090 -0.6 -0.3 -0.1
C 2.331 0.107 -2.884 0.4 0.1 -0.1
C 3.319 -0.408 -3.765 -0.1 0.0 0.0
C 3.083 -1.460 -4.640 0.0 0.1 0.1
C 1.849 -2.089 -4.668 0.0 0.0 0.1
C 0.868 -1.660 -3.775 0.1 0.0 0.0
C 1.105 -0.607 -2.909 0.0 -0.1 0.1
O 0.187 -0.238 -1.942 -0.2 0.0 -0.2
C -1.148 -0.512 -2.167 0.1 0.1 -0.1
C -1.795 0.001 -3.279 -0.1 0.1 -0.1
C -3.150 -0.238 -3.453 0.0 0.0 0.0
C -3.856 -0.996 -2.525 0.1 0.0 0.1
C -3.190 -1.508 -1.417 0.0 0.1 -0.1
C -1.834 -1.266 -1.238 -0.1 -0.1 0.2
H 4.314 4.611 -1.839 0.0 -0.1 0.0
H 4.170 3.730 -0.304 -0.1 0.0 0.0
H 2.726 4.159 -1.206 0.0 0.0 0.0
H 5.127 2.856 -4.372 -0.2 0.0 0.0
H 3.590 3.737 -4.240 0.1 -0.1 0.0
H 3.601 2.047 -4.779 0.1 0.1 0.1
H 6.335 2.246 -1.824 -0.1 -0.1 0.0
H 5.861 0.656 -2.468 0.0 0.1 0.1
H 5.513 1.074 -0.776 0.0 0.0 0.0
H 4.301 0.050 -3.742 -0.1 -0.1 -0.1
H 3.881 -1.795 -5.295 0.0 0.0 0.0
H 1.650 -2.912 -5.345 0.0 0.0 0.0
H -0.092 -2.159 -3.744 0.0 0.0 0.0
H -1.240 0.594 -3.998 0.0 0.0 0.0
H -3.661 0.184 -4.312 0.0 0.0 0.0
H -4.917 -1.177 -2.662 0.0 0.0 0.0
H -3.718 -2.099 -0.678 0.0 0.0 0.0
H -1.312 -1.624 -0.361 0.0 0.0 0.0
C -2.677 -6.106 0.613 0.0 0.1 0.0
C -1.948 -4.852 1.033 -0.1 0.0 0.0
C -2.481 -3.992 1.986 0.1 0.1 0.0
C -1.801 -2.851 2.417 0.0 0.0 -0.1
C -2.448 -2.005 3.487 0.2 0.0 -0.1
C -0.541 -2.547 1.863 0.0 -0.1 -0.1
Te 0.729 -0.954 2.644 -0.4 -0.1 0.3
N -0.025 0.410 1.059 -0.3 -0.3 -0.3
C -1.154 1.025 0.868 -0.3 0.0 -0.1
O -1.381 1.640 -0.236 0.1 -0.1 0.4
C -2.239 1.132 1.911 0.0 0.2 -0.1
C -3.578 1.091 1.525 0.0 -0.1 0.1
C -4.587 1.246 2.470 0.1 0.0 0.0
C -4.262 1.486 3.802 0.0 0.0 0.0
C -2.928 1.566 4.182 0.1 0.0 -0.1
C -1.917 1.385 3.240 -0.1 0.1 0.1
C 0.768 -2.261 4.532 0.3 -0.2 0.0
C 1.285 -3.541 4.299 0.0 0.1 0.1
C 1.486 -4.452 5.332 -0.1 0.1 0.0
C 1.178 -4.082 6.637 0.0 0.0 -0.1
C 0.679 -2.811 6.884 0.0 -0.1 -0.1
C 0.468 -1.894 5.850 -0.1 0.2 -0.1
C -0.074 -0.520 6.185 0.1 -0.1 -0.1
C -0.018 -3.384 0.858 0.1 0.1 0.0
C 1.278 -3.101 0.120 -0.2 -0.1 0.0
C -0.723 -4.525 0.475 0.0 0.0 -0.1
H -3.626 -6.203 1.143 0.0 0.0 0.0
H -2.078 -6.995 0.829 0.0 0.0 0.0
H -2.884 -6.104 -0.461 0.0 0.0 0.0
H -3.451 -4.220 2.424 0.1 0.0 0.0
H -3.514 -2.232 3.568 0.0 0.0 0.0
H -2.339 -0.941 3.275 0.0 -0.2 0.1
H -1.979 -2.197 4.457 0.0 0.0 0.0
H -3.808 0.937 0.476 0.0 0.0 0.0
H -5.627 1.190 2.167 0.0 0.0 0.0
H -5.049 1.622 4.540 0.1 0.0 -0.1
H -2.663 1.770 5.214 0.0 0.0 0.0
H -0.873 1.458 3.533 0.0 0.1 0.0
H 1.542 -3.840 3.284 -0.1 0.0 0.1
H 1.883 -5.440 5.120 0.0 0.0 0.0
H 1.330 -4.778 7.456 0.0 0.0 0.0
H 0.442 -2.518 7.904 0.0 0.0 0.0
H -0.692 -0.550 7.088 0.0 0.0 0.0
H -0.663 -0.120 5.358 0.0 0.0 0.1
H 0.743 0.185 6.351 0.0 0.0 0.0
H 1.751 -2.176 0.434 0.0 0.1 0.0
H 1.090 -3.022 -0.954 0.0 0.0 0.0
H 1.994 -3.915 0.267 0.0 0.0 0.0
H -0.294 -5.172 -0.291 0.0 0.1 0.1
N -1.297 5.573 -6.034 0.2 0.1 -0.1
C -1.686 5.684 -4.723 0.4 -0.5 0.1
O -2.519 6.486 -4.380 -0.5 0.4 0.2
C -1.038 4.727 -3.761 -0.1 0.1 -0.3
C -0.277 3.648 -4.167 0.2 -0.4 -0.1
C 0.328 2.842 -3.212 0.0 0.1 -0.4
N 0.214 3.061 -1.904 -0.3 0.1 -0.3
C -0.559 4.073 -1.517 -0.2 0.2 0.2
C -1.195 4.923 -2.408 0.0 0.2 0.5
H -1.624 6.336 -6.604 0.0 0.0 -0.1
H -0.359 5.263 -6.228 -0.1 -0.1 0.0
H -0.159 3.387 -5.211 0.0 0.0 0.1
H 0.940 2.006 -3.510 0.1 0.0 0.0
H -0.675 4.197 -0.451 0.0 0.0 0.0
H -1.802 5.743 -2.047 0.0 0.0 0.0
```
Positions in Å, forces in eV/Å.

Here are the Löwdin charges for atoms 1 to 99, given in e: atom 1 (Ru): 0.92, atom 2 (S): -0.07, atom 3 (As): -0.46, atom 4 (S): 0.07, atom 5 (S): 0.10, atom 6 (S): -0.19, atom 7 (C): -0.20, atom 8 (Si): 0.32, atom 9 (C): -0.19, atom 10 (C): -0.19, atom 11 (N): -0.22, atom 12 (C): -0.32, atom 13 (C): -0.06, atom 14 (C): -0.13, atom 15 (C): -0.13, atom 16 (C): -0.04, atom 17 (C): -0.22, atom 18 (O): -0.05, atom 19 (C): -0.28, atom 20 (C): -0.02, atom 21 (C): -0.09, atom 22 (C): -0.11, atom 23 (C): -0.07, atom 24 (C): 0.01, atom 25 (H): 0.03, atom 26 (H): 0.00, atom 27 (H): -0.01, atom 28 (H): 0.02, atom 29 (H): 0.01, atom 30 (H): 0.01, atom 31 (H): 0.03, atom 32 (H): 0.01, atom 33 (H): 0.00, atom 34 (H): 0.07, atom 35 (H): 0.09, atom 36 (H): 0.08, atom 37 (H): 0.11, atom 38 (H): 0.11, atom 39 (H): 0.09, atom 40 (H): 0.09, atom 41 (H): 0.10, atom 42 (H): 0.10, atom 43 (C): -0.07, atom 44 (C): -0.28, atom 45 (C): -0.03, atom 46 (C): -0.27, atom 47 (C): -0.05, atom 48 (C): -0.35, atom 49 (Te): 1.45, atom 50 (N): -0.29, atom 51 (C): -0.69, atom 52 (O): -0.13, atom 53 (C): -0.16, atom 54 (C): -0.03, atom 55 (C): -0.10, atom 56 (C): -0.11, atom 57 (C): -0.09, atom 58 (C): -0.08, atom 59 (C): -0.34, atom 60 (C): -0.14, atom 61 (C): -0.12, atom 62 (C): -0.12, atom 63 (C): -0.08, atom 64 (C): -0.31, atom 65 (C): -0.10, atom 66 (C): -0.32, atom 67 (C): -0.07, atom 68 (C): -0.04, atom 69 (H): 0.06, atom 70 (H): 0.07, atom 71 (H): 0.07, atom 72 (H): 0.11, atom 73 (H): 0.08, atom 74 (H): 0.04, atom 75 (H): 0.08, atom 76 (H): 0.11, atom 77 (H): 0.09, atom 78 (H): 0.09, atom 79 (H): 0.10, atom 80 (H): 0.03, atom 81 (H): 0.09, atom 82 (H): 0.09, atom 83 (H): 0.08, atom 84 (H): 0.10, atom 85 (H): 0.07, atom 86 (H): 0.03, atom 87 (H): 0.03, atom 88 (H): 0.01, atom 89 (H): 0.08, atom 90 (H): 0.08, atom 91 (H): 0.12, atom 92 (N): 0.15, atom 93 (C): -0.50, atom 94 (O): 0.07, atom 95 (C): -0.14, atom 96 (C): -0.01, atom 97 (C): -0.10, atom 98 (N): -0.04, atom 99 (C): -0.13

A cluster of 2 separate species, C3H3NO2 in total at a distorted geometry. Source: the OMol25 dataset; level of theory: ωB97M-V/def2-TZVPD.

Its HOMO energy is -0.35619 hartree. Its relative energy (zero: lowest compared OMol25 entry of this formula, charge and spin) is 537.4 kJ/mol. The total charge is 0. The value obtained for the HOMO-LUMO gap is 9.70 eV. The calculation puts the largest force on an atom at 1.30 eV/Å. The spin multiplicity is 1. Its LUMO energy is 0.01 eV.

Geometry as XYZ:
```
9
Properties=species:S:1:pos:R:3:forces:R:3
O -1.179 1.380 -0.172 0.0 0.1 -0.2
C -0.272 1.496 -1.068 0.0 0.1 -0.1
O 0.687 0.786 -0.615 0.0 0.1 -0.1
C -0.262 0.403 0.485 0.0 0.0 0.3
C 1.628 -2.805 0.946 -1.0 0.5 -0.3
N 0.650 -2.201 0.703 1.1 -0.7 0.3
H -0.345 1.979 -2.036 0.0 0.0 0.1
H 0.122 0.882 1.394 -0.1 0.0 -0.1
H -0.022 -1.422 0.551 0.1 0.0 0.0
```
Positions in Å, forces in eV/Å.

Table of Löwdin atomic charges, one value per atom, all in e: atom 1 (O): 0.08, atom 2 (C): -0.23, atom 3 (O): 0.07, atom 4 (C): -0.05, atom 5 (C): -0.12, atom 6 (N): 0.00, atom 7 (H): 0.17, atom 8 (H): 0.10, atom 9 (H): -0.02